Below is a structure of composition C3H3AlLiO3 in a non-equilibrium geometry, with properties calculated with ωB97M-V with the def2-TZVPD basis set.

The geometry in XYZ format:
```
11
Properties=species:S:1:pos:R:3:forces:R:3
O -0.9652 -0.1329 -0.2726 -2.2 -2.1 1.4
C -0.0979 -0.8054 0.6404 1.3 0.9 2.5
C 0.7127 0.0407 1.3461 -1.7 -1.4 0.9
O 0.8875 0.6639 -1.1861 -3.4 -0.1 -1.7
C -0.3454 0.6635 -1.2454 8.1 1.7 0.3
O -1.2012 1.3849 -1.7981 -3.1 -0.3 -0.8
Al -2.5069 0.4225 -0.9178 -0.5 1.5 -0.8
H -0.3674 -1.8381 0.8555 0.3 0.0 -0.5
H 1.4065 -0.3667 2.0821 0.1 -0.3 -0.2
H 0.5570 1.1132 1.4757 0.3 0.1 -0.8
Li 1.9203 -1.1457 -0.9798 0.8 0.1 -0.3
```
Positions in Å, forces in eV/Å.

## Properties
- Strongest force on any atom: 8.3 eV/A
- E_HOMO (alpha / beta): -24.183 / -24.184 eV
- Orbital gap (alpha / beta): 5.006 / 5.007 eV
- Total charge: +3

Okay, here come the Löwdin numbers, in e, for every atom: -0.035 -0.042 0.249 0.154 -0.563 0.254 1.610 0.175 0.146 0.148 0.903

---

Below is a cluster of 2 separate species, CH2N2O3 in total in a non-equilibrium geometry, with properties calculated with ωB97M-V with the def2-TZVPD basis set.

The geometry in XYZ format:
```
8
Properties=species:S:1:pos:R:3:forces:R:3
C -2.4060 0.2189 -0.1285 -0.4 0.0 3.8
N -2.0974 1.1225 -0.8598 -1.7 0.4 0.6
N 0.5294 0.5366 0.1933 -0.5 -2.6 -0.6
O -2.5178 -0.3700 0.8920 0.0 -0.1 -2.1
O -0.0877 0.4436 -0.8342 3.7 1.1 1.5
O 1.0453 1.7218 0.5698 -1.0 1.2 -1.0
H -2.4219 1.2200 -1.7630 -0.5 0.3 -2.2
H 0.5979 2.4260 0.0379 0.5 -0.3 0.0
```
Positions in Å, forces in eV/Å.

## Properties
- SMILES: N=C=O.O=NO
- Strongest force on any atom: 4.1 eV/A
- E_HOMO: -10.268 eV
- Orbital gap: 10.642 eV
- Total charge: 0

Okay, here come the Löwdin numbers, in e, for every atom: -0.379 0.174 -0.101 0.151 -0.050 0.018 0.070 0.117

---

Below is a structure of composition CH3ClO2S in a non-equilibrium geometry, with properties calculated with ωB97M-V with the def2-TZVPD basis set.

The geometry in XYZ format:
```
8
Properties=species:S:1:pos:R:3:forces:R:3
C 0.3337 0.0741 0.9023 2.1 0.2 -2.0
O -0.0178 -1.2019 0.7605 -0.4 0.0 0.3
O -0.6431 0.9501 0.6770 -0.5 -0.2 0.1
S 1.9201 0.4239 -0.8417 -1.4 0.4 1.7
Cl 1.2858 0.3315 2.3439 -0.1 0.0 0.1
H -0.8011 -1.2714 0.1953 0.1 0.2 -0.1
H -0.3817 1.8556 0.8813 0.2 -0.1 0.0
H 1.8802 -0.8364 -1.2348 -0.1 -0.5 -0.1
```
Positions in Å, forces in eV/Å.

## Properties
- Strongest force on any atom: 3.0 eV/A
- E_HOMO: -8.732 eV
- Orbital gap: 8.776 eV
- Total charge: 0

Okay, here come the Löwdin numbers, in e, for every atom: -1.086 -0.012 0.001 0.410 0.698 0.137 0.119 -0.268

---

Number 3 is which compound?
CH3ClO2S

---

total charge of number 3 (CH3ClO2S)?
0

---

What is the formula in the third record?
CH3ClO2S